1.
ORCA calculation (wB97M-V/def2-TZVPD) on one molecule with the formula C8H14O2 in a non-equilibrium geometry.

Atoms and positions in Å:
1 O -1.80 3.28 -1.09
2 C -1.34 2.52 -0.07
3 C -1.05 1.10 -0.49
4 O -2.30 0.95 -1.65
5 C -1.05 0.02 0.62
6 C 0.45 -0.21 0.33
7 C 0.97 -1.62 0.33
8 C 2.45 -1.89 0.37
9 C 1.60 -2.20 1.57
10 C 0.27 0.51 -1.02
11 H -2.32 2.52 -1.79
12 H -0.12 2.39 0.17
13 H -2.07 2.54 0.76
14 H -2.29 0.05 -1.99
15 H -1.65 -0.85 0.32
16 H -1.34 0.32 1.64
17 H 1.07 0.40 1.01
18 H 0.38 -2.32 -0.28
19 H 3.11 -1.02 0.42
20 H 2.84 -2.72 -0.22
21 H 1.40 -3.25 1.80
22 H 1.68 -1.55 2.44
23 H 1.03 1.24 -1.34
24 H 0.09 -0.21 -1.83

As for the HOMO-LUMO gap: 0.381 Eh. As for the energy above the lowest of the compared OMol25 structures with the same formula, charge and spin: 96.6 kcal/mol. Its total energy is -463.551878 Ha.

Results of the natural (NBO) charge analysis, in e, for atoms 1 through 4: number 1, O, carries -0.748; number 2, C, carries -0.077; number 3, C, carries 0.328; number 4, O, carries -0.856

2.
ORCA calculation (wB97M-V/def2-TZVPD) on one molecule with the formula C3H5N3 in a non-equilibrium geometry.

Atoms and positions in Å:
1 H 2.58 -1.51 0.32
2 N 1.85 -0.83 0.12
3 N 1.64 -0.03 1.03
4 C 0.70 1.00 0.38
5 N 0.57 0.67 -1.06
6 C -0.42 0.45 -0.31
7 C -1.69 -0.30 -0.28
8 H 0.81 2.05 0.66
9 H -2.04 -0.44 0.75
10 H -2.46 0.23 -0.85
11 H -1.54 -1.28 -0.74

As for the HOMO-LUMO gap: 0.374 Eh. As for the energy above the lowest of the compared OMol25 structures with the same formula, charge and spin: 88.5 kcal/mol. Its total energy is -281.449072 Ha.

Results of the natural (NBO) charge analysis, in e, for atoms 1 through 4: number 1, H, carries 0.327; number 2, N, carries -0.342; number 3, N, carries -0.122; number 4, C, carries -0.074

3.
ORCA calculation (wB97M-V/def2-TZVPD) on one molecule with the formula C4H5NOS in a non-equilibrium geometry.

Atoms and positions in Å:
1 C 1.39 1.98 -1.09
2 C 1.19 1.00 -0.38
3 C 0.75 0.04 0.60
4 N -0.43 -0.48 0.15
5 O -0.07 -1.29 -0.92
6 C -1.79 -0.47 0.44
7 S -2.68 0.29 1.50
8 H 1.50 2.57 -2.09
9 H 0.66 0.70 1.65
10 H 1.31 -0.97 0.76
11 H 0.47 -2.11 -0.58
12 H -2.30 -1.27 -0.04

As for the HOMO-LUMO gap: 0.328 Eh. As for the energy above the lowest of the compared OMol25 structures with the same formula, charge and spin: 136.5 kcal/mol. Its total energy is -683.390355 Ha.

Results of the natural (NBO) charge analysis, in e, for atoms 1 through 4: number 1, C, carries -0.218; number 2, C, carries -0.044; number 3, C, carries -0.298; number 4, N, carries -0.135

4.
ORCA calculation (wB97M-V/def2-TZVPD) on C5H20BrCuN10O5 as an isolated structure in a non-equilibrium geometry.

Atoms and positions in Å:
1 Cu 15.26 10.35 18.75
2 Br 19.78 9.77 18.30
3 C 17.45 15.64 19.61
4 O 16.59 14.76 19.45
5 N 17.76 16.65 18.84
6 N 18.17 15.69 20.66
7 H 17.20 16.65 18.00
8 H 18.66 17.06 18.64
9 H 18.20 14.86 21.23
10 H 18.97 16.30 20.63
11 C 12.83 11.03 13.67
12 O 13.79 10.94 14.46
13 N 12.07 10.02 13.49
14 N 12.46 12.04 13.06
15 H 11.23 10.12 12.95
16 H 12.37 9.17 13.94
17 H 11.74 11.96 12.35
18 H 13.20 12.73 13.06
19 C 13.39 4.47 17.65
20 O 13.73 5.60 18.03
21 N 12.21 3.91 17.44
22 N 14.31 3.64 17.30
23 H 11.95 3.11 16.88
24 H 11.56 4.46 17.99
25 H 14.00 2.81 16.82
26 H 15.27 3.85 17.50
27 C 9.20 10.95 19.48
28 O 10.39 10.80 19.37
29 N 8.36 10.08 20.07
30 N 8.57 12.07 19.13
31 H 8.71 9.27 20.55
32 H 7.41 10.39 20.21
33 H 9.12 12.86 18.83
34 H 7.56 12.12 19.21
35 C 15.21 10.49 24.82
36 O 15.48 10.42 23.64
37 N 14.50 11.32 25.47
38 N 15.78 9.66 25.60
39 H 14.14 11.13 26.40
40 H 14.20 12.18 25.05
41 H 15.68 9.64 26.60
42 H 16.54 9.12 25.21

The spin multiplicity is 2. As for the HOMO-LUMO gap (alpha / beta): 0.217 / 0.206 Eh. Its total energy is -5340.484930 Ha. Its charge is +1.

Results of the natural (NBO) charge analysis, in e, for atoms 1 through 4: number 1, Cu, carries 0.996; number 2, Br, carries 0.003; number 3, C, carries 0.750; number 4, O, carries -0.705